(1)
Here is a structure of composition C29H30N2O6PPdS3 at a distorted geometry from the Open Molecules 2025 dataset. Energies are from ωB97M-V with the def2-TZVPD basis set.

```
72
Properties=species:S:1:pos:R:3:mulliken_spin:R:1
Pd 0.229 -0.226 0.962 1.551
O 1.806 -0.288 3.099 0.010
S 1.061 -1.509 3.282 -0.021
O 1.144 -2.189 4.532 0.012
O -0.381 -1.206 2.879 0.205
C 1.613 -2.690 2.030 0.051
C 1.269 -3.997 2.387 0.008
C 1.675 -5.094 1.652 0.003
C 2.472 -4.907 0.538 0.003
C 2.798 -3.627 0.137 0.006
C 2.365 -2.506 0.847 -0.037
S 2.618 -1.044 -0.195 0.001
O 1.506 -1.159 -1.138 0.014
O 3.940 -1.075 -0.710 0.016
O 2.263 0.196 0.606 0.181
H 0.718 -4.159 3.302 0.000
H 1.400 -6.089 1.972 0.000
H 2.835 -5.754 -0.028 0.000
H 3.399 -3.492 -0.751 0.001
C -0.925 -1.020 -7.198 0.074
C -0.911 -2.135 -6.369 -0.034
C -0.718 -1.985 -5.010 0.080
C -0.566 -0.700 -4.463 0.061
C -0.551 0.415 -5.309 0.067
C -0.741 0.250 -6.671 -0.033
P -0.205 -0.522 -2.742 0.555
C -0.113 1.213 -2.329 0.040
C -1.307 1.935 -2.237 0.026
C -1.272 3.295 -1.991 0.001
C -0.048 3.934 -1.822 0.005
C 1.137 3.220 -1.909 -0.005
C 1.110 1.856 -2.167 0.013
C -1.412 -1.302 -1.689 -0.044
C -2.530 -1.927 -2.261 0.056
C -3.476 -2.551 -1.462 -0.040
C -3.316 -2.567 -0.088 0.079
C -2.219 -1.947 0.516 -0.155
C -1.300 -1.320 -0.293 0.751
H -1.071 -1.141 -8.263 0.003
H -1.038 -3.125 -6.786 -0.001
H -0.680 -2.861 -4.376 0.001
H -0.406 1.408 -4.908 0.010
H -0.743 1.117 -7.317 0.000
H -2.258 1.432 -2.361 0.002
H -2.193 3.855 -1.921 0.000
H -0.023 4.997 -1.626 0.000
H 2.088 3.722 -1.794 0.000
H 2.038 1.306 -2.245 0.009
H -2.670 -1.915 -3.334 0.008
H -4.335 -3.023 -1.915 0.002
H -4.048 -3.062 0.538 0.005
H -2.098 -1.957 1.591 0.024
C 2.534 3.875 4.041 0.004
C 2.349 2.490 3.447 -0.005
N 1.269 2.415 2.464 0.035
C -0.001 2.146 2.741 -0.019
S -1.060 1.729 1.407 0.410
N -0.438 2.132 3.986 0.012
C -1.776 1.688 4.410 0.000
C -2.802 2.795 4.304 0.006
H 3.325 3.849 4.788 0.000
H 1.625 4.236 4.524 -0.001
H 2.810 4.597 3.275 0.000
H 2.154 1.724 4.201 0.001
H 3.247 2.151 2.932 0.000
H 1.496 2.419 1.479 -0.002
H 0.240 2.294 4.715 0.000
H -1.653 1.353 5.439 0.000
H -2.039 0.810 3.819 -0.005
H -2.527 3.648 4.923 0.000
H -3.773 2.430 4.639 0.000
H -2.913 3.138 3.276 -0.002
```

Properties
net charge = +1
E_LUMO (alpha / beta) = -2.23 / -5.22 eV
multiplicity = 5
orbital gap (alpha / beta) = 8.8 / 6.8 eV



(2)
Here is the molecule C5H4N2O at a distorted geometry from the Open Molecules 2025 dataset. Energies are from ωB97M-V with the def2-TZVPD basis set.

```
12
Properties=species:S:1:pos:R:3:lowdin_charge:R:1
O 1.312 1.755 -1.434 0.057
C 0.744 0.896 -0.700 -0.304
C -0.608 0.650 -1.115 0.004
N -1.518 -0.395 -0.750 0.113
C -0.849 -1.257 -0.070 -0.266
C 0.177 -1.283 0.811 -0.065
N 0.753 -0.121 1.558 0.068
C 0.897 0.970 0.883 -0.048
H -1.085 1.416 -1.715 0.119
H -1.217 -2.302 -0.320 0.137
H 0.421 -2.146 1.191 0.037
H 0.973 1.817 1.660 0.147
```

Properties
E_LUMO = -1.75 eV
orbital gap = 7.7 eV
SMILES string = O=c1cnccnc1



(3)
Here is a cluster of 3 separate species, C2H3NO4 in total at a distorted geometry from the Open Molecules 2025 dataset. Energies are from ωB97M-V with the def2-TZVPD basis set.

```
10
Properties=species:S:1:pos:R:3:lowdin_charge:R:1
N 1.599 0.152 1.592 0.231
C 1.298 0.431 2.699 -0.428
O 0.944 0.867 3.729 0.137
H 1.810 0.264 0.637 0.087
O -1.921 -0.168 2.887 0.222
C -1.406 -1.076 2.431 -0.487
O -0.946 -2.065 2.104 0.209
O -1.650 -1.653 -0.671 -0.068
H -1.963 -2.445 -1.014 -0.015
H -1.791 -0.970 -1.451 0.112
```

Properties
E_LUMO = 0.40 eV
orbital gap = 11.5 eV
SMILES string = N=C=O.O=C=O.O



(4)
Here is the molecule C7H18O3Si at a distorted geometry from the Open Molecules 2025 dataset. Energies are from ωB97M-V with the def2-TZVPD basis set.

```
29
Properties=species:S:1:pos:R:3:lowdin_charge:R:1
C 2.423 1.657 -2.879 -0.117
C 1.427 2.274 -1.915 -0.253
C 0.538 1.321 -1.087 -0.286
C 1.215 0.507 -0.020 -0.187
Si -0.131 -0.364 0.946 0.331
O 0.412 -1.575 1.975 -0.196
C -0.498 -2.028 2.932 -0.150
O -1.138 0.697 1.799 -0.181
C -2.474 0.450 1.600 -0.181
O -1.085 -1.028 -0.153 -0.226
C -1.065 -2.369 -0.446 -0.123
H 2.984 2.399 -3.390 0.052
H 3.126 1.000 -2.406 0.057
H 1.940 1.027 -3.674 0.089
H 0.783 2.945 -2.455 0.095
H 2.010 2.871 -1.205 0.107
H -0.031 0.659 -1.724 0.098
H -0.299 1.900 -0.646 0.113
H 1.873 -0.238 -0.478 0.090
H 1.746 1.177 0.665 0.092
H -1.155 -1.215 3.299 0.082
H -1.108 -2.837 2.502 0.079
H 0.120 -2.402 3.775 0.098
H -2.984 0.320 2.526 0.074
H -2.643 -0.426 0.959 0.085
H -2.869 1.342 1.130 0.090
H -1.155 -2.938 0.482 0.069
H -1.871 -2.578 -1.169 0.100
H -0.094 -2.549 -0.942 0.100
```

Properties
E_LUMO = 0.92 eV
orbital gap = 11.0 eV
SMILES string = CCCC[Si](OC)(OC)OC



(5)
Here is a cluster of 2 separate species, C5H7NO in total at a distorted geometry from the Open Molecules 2025 dataset. Energies are from ωB97M-V with the def2-TZVPD basis set.

```
14
Properties=species:S:1:pos:R:3:lowdin_charge:R:1
C 0.907 -0.163 -0.319 -0.445
C -1.520 1.725 -0.337 -0.028
C -0.393 -0.519 -0.915 -0.211
C 1.281 -0.408 0.939 0.042
C -1.257 -1.406 -0.407 0.018
O 1.712 0.484 -1.211 0.031
N -1.362 2.083 0.758 0.085
H 2.540 0.734 -0.784 0.107
H -1.065 2.255 1.697 0.079
H -0.457 -0.237 -1.959 0.103
H 2.219 -0.046 1.329 0.055
H 0.639 -0.931 1.619 0.048
H -2.034 -1.828 -1.026 0.060
H -1.209 -1.742 0.617 0.057
```

Properties
E_LUMO = 0.66 eV
orbital gap = 9.1 eV